Entry 1:
Molecular formula: C29H43F6N3O5SbSi3Ti
Method: DFT, the ωB97M-V functional and the def2-TZVPD basis

Geometry as ORCA input:
```
! wB97M-V def2-TZVPD RIJCOSX def2/J DEFGRID3
* xyz 0 2
Ti 1.179 -0.168 0.169
O 0.341 2.132 -3.031
C 0.842 1.212 -2.251
O 0.261 0.840 -1.214
C 2.111 0.519 -2.525
C 3.001 0.645 -3.587
C 4.151 -0.145 -3.579
C 4.376 -1.019 -2.527
C 3.444 -1.081 -1.486
N 2.340 -0.318 -1.493
C 3.399 -1.907 -0.276
O 4.259 -2.849 0.033
O 2.420 -1.698 0.455
H -0.278 2.628 -2.441
H 2.798 1.334 -4.394
H 4.860 -0.077 -4.390
H 5.262 -1.639 -2.522
H 5.026 -2.854 -0.553
C -1.319 4.484 -0.790
N -0.264 3.489 -0.652
C 0.645 3.744 0.213
C 1.799 2.981 0.629
C 2.895 3.651 1.179
C 3.960 2.746 1.214
C 3.457 1.555 0.722
N 2.140 1.661 0.387
C -2.651 4.003 -0.261
C -3.828 4.304 -0.937
C -5.054 3.891 -0.441
C -5.119 3.172 0.742
C -3.950 2.871 1.426
C -2.725 3.282 0.925
H -1.434 4.724 -1.854
H -1.049 5.425 -0.285
H 0.619 4.713 0.736
H 2.909 4.690 1.467
H 4.958 2.915 1.576
H 3.990 0.622 0.624
H -3.783 4.859 -1.867
H -5.961 4.127 -0.982
H -6.075 2.846 1.129
H -3.993 2.310 2.350
H -1.812 3.032 1.452
C -0.398 1.198 2.704
O -0.414 0.369 1.540
Si -1.291 -1.118 1.533
C -3.098 -0.634 1.779
C -0.823 -2.125 3.046
C -0.678 -1.660 -0.117
Si -1.897 -1.143 -1.474
C -1.203 -1.492 -3.210
C -2.438 0.684 -1.432
C -3.551 -2.079 -1.449
Si -0.088 -3.438 -0.378
C 0.737 -4.287 1.095
C -1.473 -4.648 -0.833
C 1.130 -3.598 -1.849
H -0.064 0.630 3.573
H -1.406 1.584 2.872
H 0.295 2.020 2.534
H -3.746 -1.510 1.713
H -3.453 0.106 1.067
H -3.224 -0.226 2.783
H -1.371 -1.769 3.920
H 0.239 -2.096 3.285
H -1.095 -3.171 2.898
H -0.254 -1.011 -3.446
H -1.930 -1.161 -3.955
H -1.061 -2.564 -3.355
H -1.854 1.327 -0.775
H -3.486 0.761 -1.135
H -2.381 1.099 -2.442
H -3.523 -3.019 -1.993
H -4.315 -1.455 -1.914
H -3.887 -2.298 -0.434
H -0.013 -4.798 1.702
H 1.327 -3.658 1.751
H 1.398 -5.064 0.702
H -2.311 -4.591 -0.138
H -1.074 -5.663 -0.786
H -1.860 -4.500 -1.838
H 1.240 -2.687 -2.433
H 0.766 -4.370 -2.531
H 2.115 -3.929 -1.523
F 1.882 -0.277 2.396
Sb 3.222 -0.819 3.741
F 2.756 -2.616 3.363
F 1.806 -0.718 4.995
F 4.487 -1.345 5.027
F 3.601 1.010 3.993
F 4.514 -0.898 2.338
*
```

Results
frontier orbital gap (spin up / spin down)	5.91 / 5.87	eV
relative energy (zero: lowest compared OMol25 entry of this formula, charge and spin)	130.9	kJ/mol
highest occupied orbital energy (spin up / spin down)	-7.95 / -7.95	eV
⟨S²⟩	0.77
E_LUMO (spin up / spin down)	-2.05 / -2.08	eV

---

Entry 2:
Molecular formula: C18H51CuN3O10P
Method: DFT, the ωB97M-V functional and the def2-TZVPD basis

Geometry as ORCA input:
```
! wB97M-V def2-TZVPD RIJCOSX def2/J DEFGRID3
* xyz -2 1
Cu -0.822 -0.676 1.192
P -0.473 -2.462 3.273
O -1.575 -1.345 3.205
O 0.379 -2.489 1.973
O -1.262 -3.746 3.601
O 0.188 -2.081 4.637
C 1.684 -5.075 -1.733
C 1.523 -4.445 -0.358
O 0.658 -3.334 -0.466
H 0.701 -5.367 -2.114
H 2.221 -6.019 -1.591
H 2.208 -4.451 -2.454
H 2.527 -4.093 -0.082
H 1.191 -5.167 0.388
H 0.505 -3.011 0.489
C -5.206 1.308 2.608
C -3.813 0.967 2.107
O -2.924 0.876 3.193
H -5.929 1.048 1.819
H -5.322 2.367 2.850
H -5.527 0.676 3.434
H -3.429 1.626 1.316
H -3.878 -0.067 1.734
H -2.458 -0.014 3.194
C 3.194 1.527 3.478
C 2.011 0.575 3.458
O 2.297 -0.545 4.246
H 4.101 1.081 3.062
H 3.399 1.854 4.501
H 3.058 2.455 2.909
H 1.805 0.221 2.436
H 1.067 1.034 3.778
H 1.412 -1.059 4.401
C 3.330 1.102 -0.597
C 2.575 -0.077 -1.186
C 3.506 -1.211 -1.589
O 4.458 -0.733 -2.544
C 5.233 -1.790 -3.055
N 1.546 -0.486 -0.216
H 2.704 1.992 -0.495
H 4.157 1.408 -1.241
H 3.680 0.888 0.416
H 2.055 0.254 -2.093
H 2.953 -2.015 -2.087
H 3.987 -1.595 -0.681
H 4.640 -2.399 -3.746
H 5.651 -2.455 -2.291
H 6.089 -1.338 -3.557
H 2.007 -0.892 0.601
H 1.067 -1.298 -0.596
C -1.597 -2.493 -3.127
C -1.694 -1.237 -2.285
C -2.952 -0.427 -2.672
O -3.033 0.873 -2.150
C -4.349 1.359 -2.251
N -1.635 -1.589 -0.843
H -2.439 -3.177 -2.983
H -0.719 -3.098 -2.886
H -1.447 -2.263 -4.189
H -0.784 -0.654 -2.487
H -3.792 -1.057 -2.355
H -2.977 -0.338 -3.765
H -4.289 2.437 -2.056
H -4.994 0.997 -1.444
H -4.833 1.257 -3.227
H -0.968 -2.363 -0.797
H -2.529 -2.063 -0.698
C 0.283 3.092 1.644
C -0.602 2.968 0.418
C -0.071 3.733 -0.811
O -0.023 5.135 -0.587
C -1.292 5.742 -0.701
N -0.700 1.518 0.115
H 0.517 4.137 1.872
H 1.234 2.578 1.507
H -0.277 2.697 2.490
H -1.604 3.347 0.641
H -0.646 3.476 -1.711
H 0.941 3.381 -1.029
H -1.258 6.769 -0.338
H -2.086 5.219 -0.167
H -1.522 5.797 -1.773
H -1.264 1.431 -0.711
H 0.254 1.289 -0.171
*
```

Results
frontier orbital gap	3.50	eV
relative energy (zero: lowest compared OMol25 entry of this formula, charge and spin)	0.0	kJ/mol
highest occupied orbital energy	0.42	eV
E_LUMO	3.92	eV

---

Entry 3:
Molecular formula: C53H91N7O10
Method: DFT, the ωB97M-V functional and the def2-TZVPD basis

Geometry as ORCA input:
```
! wB97M-V def2-TZVPD RIJCOSX def2/J DEFGRID3
* xyz 4 1
C 8.405 -3.383 2.891
C 7.641 -2.275 2.104
C 6.202 -2.832 1.726
C 5.508 -1.858 0.767
N 4.124 -2.306 0.260
C 3.507 -1.179 -0.525
C 2.508 -1.803 -1.535
C 3.026 -3.220 -1.724
C 4.319 -3.277 -0.922
C 3.202 -2.897 1.357
C 2.706 -1.821 2.268
C 1.916 -2.385 3.462
H 8.649 -4.214 2.233
H 7.930 -3.716 3.812
H 9.338 -2.905 3.195
H 8.229 -2.060 1.211
H 7.407 -1.308 2.551
H 5.636 -3.122 2.607
H 6.413 -3.688 1.076
H 6.144 -1.549 -0.059
H 5.346 -0.996 1.420
H 3.126 -0.292 -0.029
H 4.359 -0.790 -1.084
H 1.542 -1.964 -1.048
H 2.361 -1.185 -2.417
H 2.314 -4.001 -1.455
H 3.202 -3.404 -2.785
H 4.703 -4.252 -0.626
H 5.130 -2.859 -1.518
H 3.820 -3.614 1.891
H 2.310 -3.286 0.865
H 2.074 -1.048 1.829
H 3.578 -1.318 2.689
H 2.402 -3.314 3.775
H 0.830 -2.460 3.457
H 2.123 -1.839 4.387
C -4.843 -3.937 7.145
C -5.604 -2.898 6.286
C -4.878 -2.458 4.969
C -3.520 -1.887 5.315
N -2.979 -1.061 4.141
C -1.606 -0.470 4.584
C -1.447 0.811 3.774
C -2.797 1.154 3.201
C -3.775 0.192 3.850
C -2.761 -1.956 2.915
C -2.115 -3.391 3.187
C -1.537 -3.876 1.882
H -3.864 -3.546 7.424
H -4.936 -4.814 6.504
H -5.330 -4.174 8.090
H -5.890 -2.077 6.947
H -6.563 -3.377 6.083
H -5.516 -1.730 4.472
H -4.676 -3.363 4.394
H -2.788 -2.646 5.581
H -3.640 -1.205 6.158
H -0.825 -1.216 4.449
H -1.802 -0.383 5.652
H -0.633 0.669 3.067
H -1.189 1.583 4.499
H -2.776 1.017 2.119
H -2.871 2.223 3.390
H -4.511 0.042 3.063
H -4.141 0.569 4.804
H -2.037 -1.353 2.363
H -3.689 -2.001 2.347
H -2.914 -4.011 3.592
H -1.362 -3.455 3.974
H -2.321 -4.027 1.133
H -1.273 -4.938 1.898
H -0.670 -3.341 1.497
C -1.146 -4.386 -2.045
C -1.576 -3.375 -3.116
C -0.402 -2.681 -3.775
O 0.585 -3.657 -4.197
C 1.505 -2.969 -5.038
N -2.389 -4.146 -4.195
H -3.257 -4.553 -3.850
H -2.612 -3.641 -5.050
H -1.922 -5.005 -4.495
H -0.360 -3.976 -1.414
H -0.835 -5.331 -2.490
H -1.970 -4.606 -1.364
H -2.231 -2.618 -2.681
H 0.052 -2.056 -3.005
H -0.762 -2.111 -4.635
H 2.142 -3.710 -5.522
H 2.146 -2.219 -4.575
H 0.997 -2.573 -5.922
C 1.852 3.487 -2.413
N 2.703 4.669 -2.041
C 2.172 5.889 -1.947
C 2.921 6.941 -1.477
C 4.282 6.817 -1.308
C 4.852 5.514 -1.392
C 4.018 4.479 -1.754
C 5.077 7.975 -0.819
C 6.429 8.041 -1.162
C 7.282 9.055 -0.681
N 6.779 9.974 0.202
C 5.505 9.943 0.566
C 4.617 9.010 0.002
C 7.622 11.040 0.788
H 0.976 3.644 -1.777
H 2.266 2.576 -1.987
H 1.551 3.518 -3.457
H 1.114 5.991 -2.139
H 2.395 7.879 -1.364
H 5.880 5.338 -1.113
H 4.320 3.461 -1.948
H 6.908 7.389 -1.878
H 8.334 9.165 -0.895
H 5.114 10.584 1.343
H 3.587 9.056 0.326
H 7.125 12.001 0.693
H 8.505 11.069 0.150
H 7.884 10.694 1.786
C -10.552 -3.312 -3.297
N -9.308 -2.560 -3.419
C -9.277 -1.251 -3.103
C -8.089 -0.525 -3.180
C -6.889 -1.145 -3.531
C -6.961 -2.488 -3.914
C -8.148 -3.177 -3.804
C -5.640 -0.360 -3.661
C -5.211 0.521 -2.665
C -4.078 1.322 -2.914
N -3.412 1.162 -4.093
C -3.820 0.376 -5.083
C -4.958 -0.427 -4.875
C -2.297 2.057 -4.307
H -10.347 -4.236 -3.835
H -11.365 -2.772 -3.775
H -10.746 -3.625 -2.272
H -10.262 -0.925 -2.798
H -8.074 0.541 -3.001
H -6.095 -3.026 -4.270
H -8.243 -4.222 -4.059
H -5.820 0.575 -1.775
H -3.660 1.966 -2.154
H -3.241 0.468 -5.990
H -5.249 -1.013 -5.736
H -1.701 1.692 -5.138
H -1.679 1.971 -3.406
H -2.626 3.095 -4.320
O 2.258 1.786 0.689
C 3.425 2.225 1.197
O 3.880 3.395 1.021
O 4.345 1.438 1.621
H 1.735 2.619 0.604
O -1.107 2.891 1.188
C -0.532 4.084 0.853
O -1.196 5.145 0.898
O 0.684 4.109 0.511
H -0.483 2.416 0.613
O -0.620 -0.292 0.377
C -0.888 0.300 -0.801
O -0.045 1.151 -1.187
O -1.926 0.017 -1.467
H 0.223 0.206 0.467
*
```

Results
frontier orbital gap	1.87	eV
highest occupied orbital energy	-11.92	eV
E_LUMO	-10.05	eV